{
  "formula": "C3H4N4O",
  "method": "ωB97M-V/def2-TZVPD",
  "lumo_ev": -0.19,
  "smiles": "ONc1ccnnn1",
  "gap_ev": 9.34,
  "multiplicity": 1,
  "e_above_lowest_kcal_mol": 114.5,
  "species": ["C", "C", "C", "H", "H", "H", "H", "N", "N", "N", "N", "O"],
  "xyz": [[0.36, 0.01, 0.02], [-0.67, 1.06, -0.13], [-1.92, 0.45, 0.07], [2.02, -1.52, -0.27], [2.00, 1.09, -0.27], [-0.20, 2.06, -0.17], [-2.84, 1.24, 0.38], [1.71, 0.34, 0.27], [-2.10, -0.92, 0.05], [-1.10, -1.74, 0.05], [0.14, -1.34, 0.00], [2.59, -0.72, 0.01]]
}